1.
This record from the OMol25 dataset describes a molecular structure, C38H51BIrN8O6S5. The level of theory is the ωB97M-V functional and the def2-TZVPD basis.

Structure (XYZ):
```
110
Properties=species:S:1:pos:R:3:lowdin_charge:R:1
Ir -0.69446 0.44016 0.56331 1.0523
C 0.43043 1.87977 -4.90350 -0.0314
C 0.79764 2.98372 -3.91346 -0.5458
C 1.59876 4.06273 -4.63673 -0.0524
C -0.44342 3.63179 -3.30382 -0.0464
N 1.63991 2.39911 -2.83599 0.0178
C 2.96855 2.71907 -2.61254 -0.0252
C 3.38397 1.99580 -1.55297 -0.0327
N 2.33973 1.20049 -1.15323 0.0341
B 2.29436 0.30683 0.11025 -0.7256
N 3.08538 0.98100 1.21934 0.0441
C 4.18753 0.53866 1.90683 -0.0505
C 4.33979 1.33616 2.98063 -0.0341
N 3.31371 2.27158 2.95971 0.0127
C 2.53963 2.03469 1.86878 -0.6295
S 1.17449 2.88709 1.27792 0.6466
C 3.00814 3.21431 4.06440 -0.5514
C 4.07928 3.09029 5.14339 -0.0545
C 1.65189 2.83673 4.65606 -0.0436
C 3.00444 4.64749 3.53552 -0.0428
N 2.66246 -1.13828 -0.19279 0.0504
C 3.13181 -1.61341 -1.40181 -0.0425
C 2.96292 -2.94328 -1.41026 -0.0575
N 2.38457 -3.30883 -0.20227 0.0042
C 2.23340 -2.19025 0.57008 -0.7042
S 1.78946 -2.01503 2.18211 0.6745
C 1.84490 -4.68713 -0.04273 -0.5389
C 0.91931 -4.95552 -1.23516 -0.0209
C 3.02846 -5.65313 -0.03836 -0.0305
C 1.03256 -4.87468 1.23261 -0.0807
C 1.27326 1.46876 -1.92474 -0.5965
S -0.24978 0.66145 -1.81661 0.7817
H -0.23724 2.28326 -5.66394 0.0920
H -0.07677 1.05725 -4.40291 0.0429
H 1.32391 1.49529 -5.39669 0.0909
H 0.95489 4.50499 -5.39508 0.0916
H 2.47317 3.65435 -5.14340 0.0857
H 1.91300 4.85463 -3.95705 0.0921
H -0.97164 4.17663 -4.08673 0.0892
H -0.16074 4.32882 -2.51584 0.0963
H -1.11709 2.89521 -2.87396 0.0427
H 3.49969 3.43534 -3.20422 0.1109
H 4.33137 1.98175 -1.04820 0.1316
H 1.14951 0.36606 0.48287 -0.0130
H 4.75680 -0.31200 1.58281 0.1258
H 5.09407 1.32321 3.74007 0.1090
H 4.09376 2.09575 5.58921 0.0882
H 3.84634 3.80558 5.93076 0.0905
H 5.07183 3.32675 4.75895 0.0870
H 1.65766 1.79777 4.98770 0.0976
H 0.87347 2.94819 3.90557 0.0275
H 1.43050 3.48160 5.50683 0.0902
H 3.99527 4.92330 3.17277 0.0892
H 2.73192 5.32410 4.34519 0.0879
H 2.28710 4.76415 2.72666 0.0312
H 3.54211 -0.96298 -2.15165 0.1175
H 3.20722 -3.66078 -2.16906 0.1138
H 1.46439 -5.02460 -2.17632 0.0781
H 0.18125 -4.15878 -1.31716 0.0743
H 0.39053 -5.89550 -1.08110 0.0916
H 3.61820 -5.57689 -0.95179 0.0741
H 2.66394 -6.67671 0.04544 0.0882
H 3.67857 -5.44776 0.81187 0.0912
H 0.20861 -4.16703 1.29163 0.0574
H 1.63735 -4.76134 2.12712 0.0520
H 0.62314 -5.88545 1.20428 0.0883
N -1.68242 -1.00625 3.84600 0.2133
C -1.29312 0.25481 3.63263 -0.6548
N -1.64125 1.21824 4.52283 0.1912
O -0.52528 0.56825 2.69923 -0.1767
H -2.42474 -1.18587 4.50132 0.1159
H -1.68177 -1.59456 3.00427 0.0706
H -2.38299 1.07105 5.18405 0.1097
H -1.42284 2.16480 4.25870 0.1042
C -5.47636 0.00297 0.18453 -0.1068
C -4.68412 0.06666 -0.94796 -0.0948
C -3.33098 0.37248 -0.84694 -0.1505
C -2.72027 0.60489 0.39044 -0.3358
C -3.55740 0.58724 1.51183 -0.1506
C -4.90772 0.29054 1.41609 -0.0993
H -6.52481 -0.25147 0.10811 0.0952
H -5.11370 -0.13501 -1.92209 0.0996
H -2.75024 0.42932 -1.75703 0.0370
H -3.16282 0.84405 2.48413 0.0661
H -5.52027 0.28655 2.30971 0.0992
C -3.52336 5.53941 -1.99741 -0.0884
O -2.56818 5.01826 -1.07084 -0.1917
C -3.03203 4.42243 0.01316 -1.3679
S -4.60607 4.14258 0.41456 0.7386
S -1.96078 3.76117 1.11891 0.7241
H -2.94340 6.12279 -2.70589 0.0924
H -4.25061 6.16842 -1.48546 0.0773
H -4.04035 4.72347 -2.50204 0.0937
O -2.19275 -2.36204 1.48092 0.0346
C -1.79493 -2.27351 0.32592 -0.5588
O -0.90276 -1.44110 -0.12128 -0.2524
C -2.26386 -3.24488 -0.71520 -0.1376
C -2.02538 -3.00886 -2.06292 -0.0289
C -2.49197 -3.88300 -3.04737 0.0245
C -3.19361 -4.97944 -2.61288 -0.2121
O -3.74435 -5.98066 -3.36455 0.0314
C -4.41815 -6.83962 -2.44621 -0.1359
O -4.15599 -6.37398 -1.12769 0.0309
C -3.43838 -5.21222 -1.27023 -0.1973
C -2.98953 -4.36730 -0.29303 0.0843
H -1.47629 -2.11931 -2.33886 0.0990
H -2.31773 -3.70823 -4.09864 0.1190
H -4.03666 -7.85776 -2.55695 0.1352
H -5.49511 -6.80582 -2.64051 0.1359
H -3.18382 -4.53185 0.75603 0.1334
```

Its spin multiplicity is 2. As for the frontier orbital gap (alpha / beta): 6.943 / 4.818 eV. For the LUMO energy (alpha / beta), the calculation gives 0.2 / -1.9 eV.


2.
This record from the OMol25 dataset describes a molecular structure, C38H51ClOP4SeSn. The level of theory is the ωB97M-V functional and the def2-TZVPD basis.

Structure (XYZ):
```
97
Properties=species:S:1:pos:R:3:lowdin_charge:R:1
P 2.65415 3.63889 -1.94878 1.1065
C 2.90504 3.55221 -3.73266 -0.3112
C 2.66024 4.66320 -4.55939 -0.0707
H 2.23034 5.57291 -4.14090 0.1093
C 2.97426 4.59913 -5.91879 -0.0498
H 2.79326 5.46622 -6.55476 0.1193
C 3.51796 3.42818 -6.45540 -0.0432
H 3.76470 3.38124 -7.51729 0.1214
C 3.73956 2.31318 -5.64133 -0.0465
H 4.15605 1.39497 -6.05747 0.1202
C 3.42753 2.36874 -4.28070 -0.0660
H 3.59840 1.50177 -3.64272 0.1110
C 1.59165 5.04567 -1.57816 -0.3264
C 0.28140 5.06505 -2.09315 -0.0894
H -0.05893 4.25307 -2.74057 0.1047
C -0.57035 6.12709 -1.78878 -0.0538
H -1.59580 6.11554 -2.16333 0.1196
C -0.09567 7.20211 -1.03374 -0.0529
H -0.75042 8.04959 -0.82935 0.1206
C 1.21302 7.20348 -0.54940 -0.0529
H 1.59156 8.04918 0.02669 0.1209
C 2.05646 6.12086 -0.80264 -0.0632
H 3.08485 6.12018 -0.43606 0.1150
C 4.26932 3.80487 -1.15444 -0.3032
C 5.24724 4.60251 -1.78020 -0.0629
H 5.00567 5.12500 -2.70616 0.1166
C 6.52131 4.71204 -1.22463 -0.0439
H 7.26683 5.33941 -1.71298 0.1216
C 6.83989 4.01187 -0.05654 -0.0403
H 7.83911 4.09265 0.37065 0.1213
C 5.88157 3.20299 0.56120 -0.0472
H 6.12329 2.64501 1.46786 0.1175
C 4.59647 3.10374 0.01916 -0.0814
H 3.84792 2.47399 0.49955 0.0716
Sn 0.01860 -0.06680 -0.01604 0.4703
C -0.63637 1.08353 1.76159 -0.2201
C -0.30729 2.37468 1.79475 -0.3795
H -1.20378 0.54172 2.53168 0.0365
C 0.59538 2.95188 0.69798 -0.3862
O 1.74964 3.47628 1.42361 -0.0618
H 2.33238 3.94995 0.79948 0.0576
C 1.01048 1.96034 -0.36006 -0.2561
H 0.05652 3.78030 0.17986 0.1257
C 1.80710 2.12567 -1.40535 -0.2360
Cl 0.83516 -1.17649 -2.08960 0.0218
P 1.96347 -1.22073 1.26676 0.7267
P -2.09851 0.61540 -1.42067 0.7138
C 2.10354 -2.95983 0.78041 -0.2292
H 2.27976 -3.01538 -0.30132 0.0393
H 1.17764 -3.50981 0.99552 0.0330
H 2.94215 -3.41748 1.32370 0.0665
C 3.56302 -0.43571 0.94185 -0.2399
H 3.64944 0.50199 1.50676 0.0409
H 3.64803 -0.20400 -0.12848 0.0484
H 4.37992 -1.11407 1.23088 0.0662
C 1.65608 -1.12537 3.05133 -0.2365
H 0.66928 -1.54727 3.28246 0.0452
H 1.66589 -0.07486 3.37337 0.0401
H 2.43354 -1.68099 3.59481 0.0658
C -3.05010 -0.82703 -1.96475 -0.2707
H -3.56799 -1.28236 -1.10933 0.0176
H -2.36775 -1.57633 -2.38290 0.0318
H -3.76863 -0.52102 -2.73758 0.0623
C -3.20068 1.69095 -0.45643 -0.2373
H -2.68345 2.62638 -0.20172 0.0333
H -3.47860 1.19637 0.48312 0.0523
H -4.10589 1.92294 -1.03452 0.0650
C -1.65024 1.53171 -2.91706 -0.2421
H -0.73962 1.09553 -3.34805 0.0345
H -1.45777 2.58457 -2.67337 0.0247
H -2.47086 1.46037 -3.64513 0.0629
P -0.72009 3.50606 3.16912 0.8978
C -2.05692 2.71155 4.04671 -0.1658
C -1.21490 5.04603 2.39479 -0.1571
H -1.71836 1.75513 4.46379 0.0744
H -2.90488 2.53169 3.37423 0.0768
H -2.37588 3.37268 4.86097 0.0754
H -0.36645 5.51057 1.87631 0.0601
H -1.58381 5.72619 3.17172 0.0755
H -2.01664 4.86198 1.66847 0.0721
C 0.71195 3.74939 4.21651 -0.1599
H 1.11121 2.78003 4.53876 0.0740
H 0.40951 4.33087 5.09700 0.0748
H 1.49041 4.28178 3.65825 0.0599
H 1.95484 1.26819 -2.07994 0.0210
Se -1.82554 -2.07234 0.99391 0.6507
C -1.36040 -3.81087 0.45469 -0.6906
C -1.09690 -4.80036 1.43670 -0.1574
C -0.89536 -6.12720 1.06250 -0.0824
C -0.95496 -6.49531 -0.28803 -0.0769
C -1.17048 -5.51994 -1.27043 -0.0758
C -1.33786 -4.18302 -0.90706 -0.1341
H -1.07370 -4.50210 2.48363 0.0934
H -0.68933 -6.87768 1.82845 0.1100
H -0.82167 -7.54113 -0.57804 0.1095
H -1.20520 -5.79424 -2.32664 0.1098
H -1.46144 -3.41166 -1.66678 0.0656
```

As for the frontier orbital gap: 6.582 eV. For the LUMO energy, the calculation gives -4.8 eV. Its charge is +2.


Here are the calculated energy above the lowest of the compared OMol25 structures with the same formula, charge and spin numbers, same order: 48.7, 0.0 (kcal/mol).